Entry 1:
This record from the Open Molecules 2025 dataset describes a 4-piece molecular cluster, C3H8FN overall in a non-equilibrium geometry. The level of theory is ωB97M-V/def2-TZVPD.

The geometry in ORCA input format:
```
! RIJCOSX wB97M-V def2-TZVPD def2/J DEFGRID3
* xyz 0 3
C -0.72 -1.61 -0.60
C -1.55 -0.74 -0.03
C 2.11 0.32 0.18
N 2.18 -0.66 0.90
F 3.15 0.43 -0.73
H -0.56 -2.49 -0.15
H -0.16 -1.48 -1.55
H -2.63 3.49 -0.21
H -1.78 0.29 -0.43
H -2.11 -0.81 0.93
H 1.41 1.14 0.10
H -2.28 3.40 0.59
H 2.94 -1.28 1.00
*
```

As for the relative energy (zero: lowest compared OMol25 entry of this formula, charge and spin): 77.88 kcal per mole. As for the HOMO energy (spin up / spin down): -5.540 / -10.721 eV. The LUMO energy (spin up / spin down) comes out at 1.20 / -2.15 eV. The total energy comes out at -7440.627 eV.

For each atom in turn, the Löwdin charge in e is: -0.113, -0.113, -0.273, 0.145, -0.037, 0.008, 0.080, 0.004, 0.054, 0.064, 0.119, 0.003, 0.060

---

Entry 2:
This record from the Open Molecules 2025 dataset describes C57H50AsClFeN2O5PSi as an isolated structure in a non-equilibrium geometry. The level of theory is ωB97M-V/def2-TZVPD.

The geometry in ORCA input format:
```
! RIJCOSX wB97M-V def2-TZVPD def2/J DEFGRID3
* xyz 0 6
Fe -0.63 -17.26 -16.37
C -4.58 -17.55 -16.99
C -3.65 -18.72 -16.89
N -2.35 -18.65 -16.66
C -1.84 -19.92 -16.78
C -2.87 -20.76 -17.12
N -3.97 -19.97 -17.17
C -2.90 -22.21 -17.44
O -1.78 -22.90 -17.34
O -3.99 -22.75 -17.71
C -0.34 -20.14 -16.51
O 0.12 -21.27 -16.56
O 0.30 -19.06 -16.23
H -4.13 -16.64 -16.61
H -5.56 -17.68 -16.46
H -4.85 -17.36 -18.02
H -4.88 -20.37 -17.33
H -0.96 -22.34 -17.06
C 0.85 -17.27 -19.50
C 1.15 -17.19 -21.03
As 0.09 -18.45 -22.09
C -0.48 -17.32 -23.55
C 0.43 -16.62 -24.31
C -0.04 -15.80 -25.36
C -1.39 -15.57 -25.51
C -2.33 -16.29 -24.76
C -1.84 -17.14 -23.77
C 1.70 -19.38 -22.78
C 2.11 -19.41 -24.07
C 3.33 -20.05 -24.44
C 4.10 -20.66 -23.48
C 3.59 -20.72 -22.17
C 2.42 -20.13 -21.80
P -0.67 -16.59 -18.73
C -2.14 -17.20 -19.69
C -2.33 -18.57 -19.74
C -3.49 -19.08 -20.32
C -4.43 -18.18 -20.85
C -4.22 -16.81 -20.75
C -3.09 -16.31 -20.14
C -0.59 -14.81 -19.15
C -0.62 -14.34 -20.45
C -0.48 -12.99 -20.71
C -0.44 -12.07 -19.68
C -0.34 -12.50 -18.38
C -0.48 -13.87 -18.05
H 1.63 -16.73 -18.98
H 0.88 -18.30 -19.14
H 2.21 -17.52 -21.17
H 1.08 -16.20 -21.42
H 1.47 -16.73 -24.10
H 0.67 -15.30 -26.05
H -1.76 -14.86 -26.20
H -3.40 -16.13 -24.84
H -2.58 -17.70 -23.18
H 1.55 -18.91 -24.82
H 3.60 -20.16 -25.51
H 5.01 -21.20 -23.69
H 4.12 -21.23 -21.38
H 2.01 -20.23 -20.84
H -1.66 -19.30 -19.28
H -3.62 -20.15 -20.43
H -5.32 -18.54 -21.35
H -4.83 -16.02 -21.17
H -3.01 -15.26 -19.94
H -0.73 -15.09 -21.24
H -0.54 -12.65 -21.73
H -0.43 -11.01 -19.94
H -0.15 -11.79 -17.60
H -0.48 -14.18 -17.03
O 0.17 -15.93 -15.33
Si 1.57 -15.32 -14.85
C 1.56 -13.46 -15.08
C 0.64 -12.76 -14.30
C 0.52 -11.40 -14.27
C 1.32 -10.67 -15.12
C 2.19 -11.33 -15.96
C 2.28 -12.69 -15.99
C 3.00 -16.02 -15.99
C 4.25 -15.42 -15.91
C 5.30 -15.86 -16.65
C 5.13 -16.92 -17.51
C 3.93 -17.61 -17.54
C 2.90 -17.16 -16.75
C 1.98 -15.87 -13.12
C 1.95 -17.23 -12.81
C 2.51 -17.74 -11.65
C 3.10 -16.85 -10.77
C 3.03 -15.46 -11.01
C 2.49 -15.00 -12.18
H 0.03 -13.35 -13.59
H -0.17 -10.93 -13.59
H 1.24 -9.58 -15.11
H 2.84 -10.73 -16.60
H 2.99 -13.14 -16.68
H 4.39 -14.56 -15.21
H 6.28 -15.36 -16.61
H 5.95 -17.24 -18.09
H 3.83 -18.48 -18.18
H 1.94 -17.66 -16.80
H 1.55 -17.88 -13.60
H 2.50 -18.77 -11.41
H 3.65 -17.22 -9.90
H 3.42 -14.74 -10.27
H 2.52 -13.92 -12.34
Cl -1.98 -18.95 -12.33
C -1.84 -17.29 -11.98
C -1.10 -16.94 -10.90
C -0.92 -15.60 -10.51
C -1.30 -14.59 -11.42
C -1.88 -14.95 -12.59
C -2.30 -16.29 -12.91
C -3.01 -16.62 -14.02
H -0.79 -17.75 -10.27
H -0.39 -15.34 -9.62
H -1.07 -13.54 -11.27
H -1.97 -14.21 -13.39
H -3.26 -15.79 -14.69
H -3.36 -17.61 -14.27
*
```

As for the HOMO energy (spin up / spin down): -7.357 / -8.536 eV. The LUMO energy (spin up / spin down) comes out at 0.31 / -1.01 eV. The total energy comes out at -198056.305 eV.

Atom charges from the Löwdin analysis, given in e for atoms 1 to 99: 0.708, 0.022, -0.347, 0.084, -0.110, -0.095, 0.193, -0.455, 0.122, 0.066, -0.538, 0.074, -0.102, 0.060, 0.105, 0.066, 0.179, 0.090, -0.386, -0.376, 1.328, -0.427, -0.124, -0.077, -0.097, -0.076, -0.126, -0.394, -0.124, -0.075, -0.087, -0.094, -0.127, 1.057, -0.363, -0.169, -0.073, -0.073, -0.100, -0.112, -0.337, -0.113, -0.077, -0.084, -0.069, -0.034, 0.058, 0.062, 0.076, 0.038, 0.092, 0.114, 0.092, 0.104, 0.090, 0.081, 0.110, 0.098, 0.103, 0.082, 0.103, 0.110, 0.103, 0.108, 0.104, 0.099, 0.104, 0.112, 0.094, 0.059, -0.404, 0.493, -0.218, -0.117, -0.089, -0.095, -0.108, -0.101, -0.192, -0.126, -0.101, -0.093, -0.081, -0.122, -0.227, -0.080, -0.089, -0.084, -0.087, -0.123, 0.083, 0.104, 0.107, 0.109, 0.102, 0.119, 0.111, 0.092, 0.106

---

Entry 3:
This record from the Open Molecules 2025 dataset describes C37H28N8O3RuS3 as an isolated structure. The level of theory is ωB97M-V/def2-TZVPD.

The geometry in ORCA input format:
```
! RIJCOSX wB97M-V def2-TZVPD def2/J DEFGRID3
* xyz 2 5
Ru -0.11 0.64 -0.13
O -3.36 -5.18 -1.48
C -3.11 -4.82 -0.33
O -3.25 -5.28 0.81
C -2.42 -3.43 -0.29
C -2.00 -2.82 -1.48
C -1.31 -1.63 -1.41
N -1.08 -1.06 -0.21
C -1.50 -1.61 0.96
C -2.16 -2.81 0.94
C -1.13 -0.81 2.15
C -1.39 -1.20 3.44
C -1.00 -0.38 4.49
C -0.36 0.82 4.22
C -0.13 1.17 2.91
N -0.50 0.38 1.89
C -0.80 -0.82 -2.54
C -0.84 -1.22 -3.86
C -0.35 -0.37 -4.84
C 0.17 0.86 -4.49
C 0.19 1.22 -3.15
N -0.26 0.39 -2.19
H -2.25 -3.33 -2.40
H -2.49 -3.33 1.83
H -1.89 -2.14 3.63
H -1.20 -0.68 5.51
H -0.05 1.49 5.02
H 0.37 2.09 2.64
H -1.26 -2.19 -4.11
H -0.38 -0.68 -5.88
H 0.55 1.56 -5.22
H 0.55 2.19 -2.83
C 0.71 5.60 -6.83
C 1.51 4.88 -5.78
C 2.40 3.86 -6.12
C 3.15 3.18 -5.17
C 3.01 3.51 -3.84
N 3.69 2.83 -2.79
C 4.74 1.97 -2.94
O 5.35 1.77 -3.95
N 5.11 1.30 -1.74
C 4.28 0.74 -0.79
C 4.83 0.08 0.32
C 4.00 -0.53 1.24
C 2.63 -0.45 1.08
N 2.10 0.19 0.04
C 2.89 0.76 -0.88
C 2.14 4.53 -3.47
C 1.39 5.20 -4.43
H 1.32 5.80 -7.72
H 0.34 6.56 -6.46
H -0.15 5.01 -7.15
H 2.54 3.61 -7.17
H 3.85 2.42 -5.48
H 3.50 3.17 -1.86
H 6.04 0.93 -1.81
H 5.90 0.04 0.44
H 4.42 -1.06 2.09
H 1.95 -0.92 1.78
H 2.40 1.21 -1.73
H 2.05 4.82 -2.42
H 0.73 6.00 -4.13
S -4.95 4.73 1.06
C -3.36 4.63 0.74
S -2.58 3.08 0.61
C -1.11 3.83 0.18
N -1.16 5.14 0.15
N -2.38 5.60 0.47
C -2.50 7.02 0.49
C -3.65 7.67 0.96
C -3.69 9.04 0.96
C -2.61 9.79 0.50
C -1.47 9.14 0.04
C -1.40 7.77 0.03
S 0.35 3.01 -0.19
H -4.50 7.12 1.34
H -4.58 9.54 1.33
H -2.65 10.87 0.51
H -0.62 9.71 -0.32
H -0.51 7.27 -0.33
*
```

As for the HOMO energy (spin up / spin down): -12.349 / -12.325 eV. The LUMO energy (spin up / spin down) comes out at -6.53 / -9.02 eV. The total energy comes out at -91959.390 eV.

For each atom in turn, the Löwdin charge in e is: 1.285, 0.027, -0.683, 0.022, -0.010, 0.097, -0.161, -0.053, -0.166, 0.095, -0.175, 0.041, 0.014, -0.009, -0.112, -0.071, -0.167, 0.042, 0.020, 0.004, -0.110, -0.051, 0.136, 0.135, 0.136, 0.135, 0.128, 0.101, 0.136, 0.135, 0.118, 0.068, -0.040, -0.273, -0.030, -0.010, -0.236, 0.128, -0.497, 0.126, 0.149, -0.196, 0.042, -0.015, -0.122, -0.065, -0.092, -0.049, -0.040, 0.087, 0.079, 0.085, 0.125, 0.109, 0.140, 0.162, 0.137, 0.127, 0.110, 0.077, 0.098, 0.113, 0.867, -1.005, 0.999, -1.051, 0.026, -0.077, -0.157, -0.012, -0.034, -0.015, -0.037, 0.008, 0.625, 0.044, 0.125, 0.125, 0.122, 0.111

---

Entry 4:
This record from the Open Molecules 2025 dataset describes one molecule with the formula C4H4O2S2 in a non-equilibrium geometry. The level of theory is ωB97M-V/def2-TZVPD.

The geometry in ORCA input format:
```
! RIJCOSX wB97M-V def2-TZVPD def2/J DEFGRID3
* xyz 0 1
C -0.27 0.01 0.05
C -0.17 -1.17 -0.89
C -1.02 1.12 -0.72
C 1.06 0.49 0.49
H -2.37 -0.91 0.74
H 0.72 -1.84 -0.78
H -1.85 0.69 -1.37
H 1.17 1.40 1.09
O -1.00 -1.34 -1.78
O -0.71 2.31 -0.64
S -1.35 -0.46 1.51
S 2.50 -0.15 0.12
*
```

As for the relative energy (zero: lowest compared OMol25 entry of this formula, charge and spin): 36.72 kcal per mole. As for the HOMO energy: -9.382 eV. The LUMO energy comes out at -1.11 eV. The total energy comes out at -29976.137 eV. Its structure (SMILES) is O=CC(S)(C=O)C=S.

For each atom in turn, the Löwdin charge in e is: -0.776, -0.278, -0.227, -0.633, -0.101, 0.103, 0.148, 0.067, 0.034, 0.056, 0.839, 0.768

---

Entry 5:
This record from the Open Molecules 2025 dataset describes an isolated ion of composition C3H7N5 and charge +2 in a non-equilibrium geometry. The level of theory is ωB97M-V/def2-TZVPD.

The geometry in ORCA input format:
```
! RIJCOSX wB97M-V def2-TZVPD def2/J DEFGRID3
* xyz 2 1
C 0.61 1.02 0.53
C -0.91 0.93 -1.38
C 0.90 -0.28 -0.25
N 0.76 -1.34 0.75
N 0.67 -1.25 1.93
N -0.45 1.41 -0.01
N 0.46 -1.29 3.02
N -0.34 -0.38 -1.28
H -2.04 0.94 -1.58
H -0.56 1.60 -2.21
H 1.89 -0.54 -0.79
H -0.86 2.26 0.38
H 0.85 -1.26 3.97
H -0.87 -1.13 -0.84
H -0.13 -0.67 -2.25
*
```

As for the relative energy (zero: lowest compared OMol25 entry of this formula, charge and spin): 60.29 kcal per mole. As for the HOMO energy: -18.345 eV. The LUMO energy comes out at -9.49 eV. The total energy comes out at -10650.370 eV.

For each atom in turn, the Löwdin charge in e is: 0.031, -0.051, -0.129, 0.202, -0.007, 0.042, 0.426, 0.128, 0.187, 0.176, 0.203, 0.168, 0.235, 0.183, 0.205

---

Entry 6:
This record from the Open Molecules 2025 dataset describes a 2-piece molecular cluster, C6H10O overall. The level of theory is ωB97M-V/def2-TZVPD.

The geometry in ORCA input format:
```
! RIJCOSX wB97M-V def2-TZVPD def2/J DEFGRID3
* xyz 0 1
C -0.66 -0.66 -0.36
C -0.65 0.60 0.49
O -1.36 0.77 1.45
C 0.34 1.66 0.02
C 1.62 1.05 -0.48
C 1.81 -0.25 -0.66
C 0.74 -1.29 -0.41
H -1.41 -1.35 0.04
H -0.96 -0.37 -1.37
H -3.65 -1.26 1.78
H -3.10 -0.76 1.77
H -0.15 2.24 -0.78
H 0.51 2.35 0.85
H 2.44 1.75 -0.68
H 2.78 -0.62 -0.99
H 0.95 -1.81 0.53
H 0.77 -2.05 -1.20
*
```

As for the relative energy (zero: lowest compared OMol25 entry of this formula, charge and spin): 19.96 kcal per mole. As for the HOMO energy: -9.415 eV. The LUMO energy comes out at 0.87 eV. The total energy comes out at -8430.375 eV. Its structure (SMILES) is O=C1CC=CCC1.[H][H].

For each atom in turn, the Löwdin charge in e is: -0.117, -0.398, 0.049, -0.112, -0.098, -0.107, -0.183, 0.101, 0.133, 0.035, 0.009, 0.130, 0.122, 0.102, 0.101, 0.120, 0.111